Here is a structure of composition C47H57BBaF2N8O3S3 in a non-equilibrium geometry from the OMol25 dataset. Energies are from the ωB97M-V functional and the def2-TZVPD basis.

CARTESIAN COORDINATES (ANGSTROEM)
Ba -1.500258 -0.057653 -0.924472
N -3.422223 4.316598 -1.223400
C -2.888895 3.092763 -1.486484
O -3.322673 2.105446 -0.898849
C -1.759912 3.068819 -2.497243
C -1.658680 1.761356 -3.286673
H -4.141005 4.389564 -0.524637
H -3.110353 5.133600 -1.713633
H -0.848324 3.193858 -1.893007
H -1.842938 4.002174 -3.084891
H -0.743757 1.815787 -3.895615
H -2.475150 1.742055 -4.022435
N -0.166674 1.876477 0.524927
S 1.064647 2.277198 1.167891
N 1.689667 1.333563 2.404812
S 2.739298 0.211421 2.347330
N 2.836808 -0.904871 1.302012
S 1.502695 -1.639911 0.594289
N 0.952066 -0.981284 -0.567366
C 0.448546 -1.938206 2.024915
C -0.536360 -1.009619 2.346044
C -1.318139 -1.222804 3.472241
C -1.135043 -2.348100 4.259257
C -0.155833 -3.271656 3.926982
C 0.639567 -3.067429 2.810230
C 2.214379 -3.242916 0.283798
C 3.446955 -3.664921 0.758650
C 3.895233 -4.933535 0.421612
C 3.108948 -5.759930 -0.370749
C 1.877527 -5.321898 -0.838251
C 1.420319 -4.052351 -0.519210
C 4.392239 0.873609 2.340795
C 5.273924 0.556097 1.322854
C 6.534512 1.137162 1.335191
C 6.894285 2.008253 2.351915
C 5.996543 2.310526 3.369602
C 4.734586 1.743203 3.367466
C 2.582377 -0.505432 3.970116
C 1.594542 -0.095776 4.848317
C 1.493970 -0.733167 6.077654
C 2.374466 -1.750313 6.411917
C 3.362064 -2.147698 5.517857
C 3.466769 -1.528846 4.285328
C 0.958268 3.815922 2.081164
C 0.189400 4.790359 1.458314
C 0.024099 6.020052 2.074755
C 0.611882 6.263876 3.309403
C 1.363030 5.277501 3.931661
C 1.541669 4.045368 3.316935
C 2.481917 2.563884 0.103676
C 2.560374 1.754055 -1.019016
C 3.626568 1.914119 -1.893237
C 4.585394 2.885977 -1.644917
C 4.491337 3.696131 -0.519098
C 3.437871 3.537256 0.367604
H -0.708855 -0.098894 1.783822
H -2.096093 -0.510353 3.713419
H -1.769332 -2.514634 5.120157
H -0.017823 -4.163238 4.524382
H 1.389520 -3.799805 2.546275
H 4.046595 -3.005447 1.369699
H 4.858653 -5.275947 0.776573
H 3.461519 -6.750635 -0.627618
H 1.265856 -5.965910 -1.455549
H 0.462469 -3.696929 -0.882691
H 4.963778 -0.116674 0.535732
H 7.233500 0.909802 0.541262
H 7.879715 2.455570 2.354932
H 6.282731 2.986229 4.164664
H 4.026840 1.963636 4.156694
H 0.904980 0.682987 4.554770
H 0.716949 -0.437340 6.769842
H 2.288430 -2.243411 7.371275
H 4.043026 -2.946816 5.778480
H 4.219208 -1.837232 3.570493
H -0.287306 4.567347 0.511360
H -0.571870 6.785420 1.595633
H 0.475584 7.222822 3.792167
H 1.808623 5.463532 4.900294
H 2.116099 3.265251 3.794286
H 1.811344 0.989967 -1.184237
H 3.689663 1.280769 -2.769049
H 5.409415 3.019565 -2.334542
H 5.237856 4.457549 -0.332798
H 3.355827 4.173556 1.239234
O 1.293603 -0.532264 -3.921723
H 1.014273 -1.317401 -3.427325
H 0.883084 0.181175 -3.419857
C -1.983600 -4.063720 -4.506569
C -1.407779 -2.739744 -4.081190
C -1.765494 -1.532128 -4.898708
O -0.685004 -2.665351 -3.105366
H -3.074309 -3.997605 -4.494333
H -1.652612 -4.855836 -3.839957
H -1.688454 -4.278915 -5.535974
H -2.402256 -1.784937 -5.745693
H -0.848588 -1.048161 -5.238436
H -2.280359 -0.817254 -4.253511
C -5.442339 -2.530643 -1.684014
N -6.017191 -1.678908 -2.704275
C -6.940726 -2.341138 -3.601380
C -5.297398 -0.574598 -3.101077
N -4.105825 -0.382366 -2.679633
N -6.005606 0.274211 -3.977897
C -5.221845 1.306593 -4.624170
C -7.266809 0.789841 -3.462480
H -4.932389 -1.935084 -0.933947
H -4.699718 -3.224038 -2.097279
H -6.241099 -3.108330 -1.215432
H -6.549255 -3.323855 -3.888781
H -7.082753 -1.751366 -4.502619
H -7.912465 -2.498731 -3.123367
H -3.724557 0.524225 -2.941508
H -4.313957 0.880635 -5.046190
H -4.934351 2.115622 -3.937439
H -5.812955 1.738231 -5.433007
H -7.834939 0.001286 -2.977391
H -7.858829 1.190256 -4.287194
H -7.101035 1.594201 -2.732437
F -1.809494 -3.925895 0.235333
B -2.622776 -2.807363 0.333057
F -3.553587 -3.077055 1.308510

Forces on atoms 1 to 6 (eV/Å):
-1.2 -0.1 -0.8
0.0 0.0 0.0
0.0 0.1 0.0
0.2 0.0 0.0
0.1 0.0 0.0
0.2 0.0 0.2

Values from the calculation:
HOMO energy: -5.18 eV
ΔE to the lowest compared entry with this formula, charge and spin: 27.35 kJ/mol
E_LUMO: -0.170 eV